C37H64AgAs2N2PSi as an isolated structure. Source: the OMol25 dataset; level of theory: wB97M-V/def2-TZVPD.

energy relative to the best compared isomer or geometry (same formula, charge and spin) = 0.796 eV
HOMO level = -6.64 eV

Positions of all 108 atoms, in Å:
Ag  1.23771  -0.79575  -0.26960
C  -3.97634  -2.28120  2.35648
As  -2.19230  -2.56447  1.57370
C  -1.66667  -3.99287  2.81678
C  -2.65079  -3.70851  0.05957
C  -3.95925  -4.10641  -0.20173
C  -4.23846  -5.02793  -1.19888
C  -3.20462  -5.56661  -1.94804
C  -1.90451  -5.14039  -1.72809
C  -1.61151  -4.19878  -0.74585
As  0.25458  -3.67391  -0.41784
C  0.71731  -5.44890  0.33596
C  0.98190  -3.86947  -2.22617
H  -4.50972  -3.22092  2.50300
H  -4.57832  -1.61665  1.73626
H  -3.84499  -1.80671  3.32977
H  -2.36276  -4.83010  2.77108
H  -1.66621  -3.58271  3.82732
H  -0.66084  -4.34387  2.59030
H  -4.77637  -3.69499  0.37755
H  -5.26145  -5.33180  -1.38119
H  -3.41046  -6.31198  -2.70559
H  -1.10623  -5.54627  -2.33907
H  0.92419  -6.14353  -0.47742
H  -0.14280  -5.81126  0.89541
H  1.57780  -5.41520  1.00029
H  1.07651  -4.90850  -2.54028
H  1.96617  -3.40104  -2.24667
H  0.33906  -3.33807  -2.92837
C  4.00708  -3.96961  0.35339
C  4.50900  -2.68284  -0.24120
C  5.85281  -2.52385  -0.53100
C  6.26209  -1.30848  -1.08331
C  5.33436  -0.34023  -1.36279
C  3.95609  -0.57933  -1.10101
N  3.59231  -1.74147  -0.48624
N  2.95674  0.25054  -1.41834
Si  3.13275  1.65783  -2.38170
C  4.14951  1.40368  -3.96691
C  3.87699  3.10970  -1.39973
C  1.39554  2.11847  -2.95598
H  4.12726  -4.78515  -0.36340
H  2.95429  -3.85350  0.58908
H  4.55449  -4.23791  1.25775
H  6.55961  -3.31453  -0.31829
H  7.31204  -1.13606  -1.28976
H  5.63072  0.61192  -1.78266
H  5.21059  1.61621  -3.82071
H  3.79589  2.04792  -4.77481
H  4.06191  0.36637  -4.29886
H  4.95601  3.18718  -1.55272
H  3.70579  2.95883  -0.33168
H  3.43769  4.06964  -1.68512
H  0.97520  1.34358  -3.60109
H  1.39686  3.05895  -3.51437
H  0.74054  2.22361  -2.09218
C  0.08611  6.17122  -0.04157
C  0.82231  5.41960  1.09255
C  0.90209  3.91776  0.81385
C  -0.47701  3.39207  0.39604
C  -0.90342  4.04422  -0.94454
C  -0.06375  5.28391  -1.27706
P  -0.39531  1.51945  0.38079
C  -0.70330  1.06875  2.17661
C  0.63242  0.75619  2.87590
C  0.38284  0.52391  4.36315
C  -0.04388  1.83944  5.04093
C  -0.77103  2.77232  4.05834
C  -1.59771  1.96254  3.06208
C  -1.99736  0.91151  -0.36616
C  -1.83315  0.53310  -1.84462
C  -2.95580  -0.43429  -2.24283
C  -4.31382  -0.00790  -1.64294
C  -4.30769  1.47056  -1.25976
C  -3.28198  1.73278  -0.14615
H  0.62843  7.08096  -0.30284
H  -0.91112  6.47365  0.28935
H  0.29574  5.57682  2.03796
H  1.83144  5.81603  1.22244
H  1.26985  3.39689  1.70063
H  1.61412  3.71446  0.01241
H  -1.19287  3.68480  1.16835
H  -1.94827  4.35458  -0.88748
H  -0.82621  3.33805  -1.77269
H  -0.54983  5.83700  -2.08312
H  0.92278  4.98621  -1.63939
H  -1.21296  0.11001  2.07225
H  1.35321  1.56949  2.75132
H  1.07413  -0.13143  2.41013
H  1.27218  0.11857  4.84873
H  -0.40718  -0.22779  4.46640
H  0.83691  2.35027  5.43605
H  -0.69391  1.61585  5.88997
H  -0.04307  3.37658  3.51072
H  -1.41374  3.46300  4.60747
H  -2.22268  2.62482  2.46096
H  -2.28515  1.32203  3.62503
H  -2.12625  -0.04141  0.15510
H  -0.85973  0.05817  -2.00204
H  -1.85692  1.42511  -2.47579
H  -2.70429  -1.43664  -1.88371
H  -3.02050  -0.49342  -3.33170
H  -4.51738  -0.60302  -0.74607
H  -5.12194  -0.21262  -2.34688
H  -5.29842  1.78418  -0.92386
H  -4.06888  2.07131  -2.14123
H  -3.72139  1.44810  0.81468
H  -3.07143  2.79958  -0.10278